123
Properties=species:S:1:pos:R:3 method="wB97M-V/def2-TZVPD" spin_multiplicity=2 fmax_ev_per_a=0.762 e_above_lowest_kj_mol=69.0 total_charge=+3 homo_lumo_gap_ev="8.615 / 5.943"
Ir -0.049 -0.095 0.239
N -5.743 2.455 1.943
C -5.092 1.863 1.206
C -4.256 1.143 0.289
C -4.724 0.675 -0.930
C -3.847 -0.042 -1.728
C -2.556 -0.250 -1.295
N -2.090 0.225 -0.120
C -2.939 0.898 0.661
H -5.748 0.853 -1.234
H -4.160 -0.452 -2.678
H -1.861 -0.819 -1.890
H -2.586 1.235 1.618
N -0.228 -2.059 -0.361
S 0.310 -2.820 -1.710
C -0.934 -4.068 -2.035
C -2.190 -3.983 -1.454
C -3.143 -4.939 -1.779
C -2.838 -5.948 -2.681
C -1.575 -6.015 -3.257
C -0.609 -5.075 -2.936
C 1.726 -3.820 -1.351
C 1.727 -4.722 -0.293
C 2.848 -5.510 -0.098
C 3.934 -5.405 -0.963
C 3.912 -4.512 -2.024
C 2.802 -3.702 -2.222
H -0.541 -2.709 0.357
H -2.418 -3.209 -0.734
H -4.121 -4.899 -1.319
H -3.583 -6.692 -2.931
H -1.336 -6.808 -3.952
H 0.379 -5.141 -3.373
H 0.865 -4.829 0.352
H 2.870 -6.222 0.716
H 4.800 -6.036 -0.812
H 4.753 -4.450 -2.701
H 2.767 -3.005 -3.051
F -4.559 4.598 5.102
C -3.753 5.299 4.302
F -4.497 5.963 3.416
F -3.104 6.198 5.052
C -2.751 4.396 3.609
C -2.201 4.787 2.398
C -1.238 3.997 1.786
C -0.815 2.812 2.387
C -1.364 2.440 3.621
C -2.335 3.223 4.221
P 0.512 1.784 1.674
C 1.548 2.906 0.685
C 2.877 3.177 1.011
C 3.650 3.980 0.188
C 3.093 4.536 -0.953
C 1.763 4.307 -1.267
C 1.001 3.475 -0.464
C 3.955 5.397 -1.849
F 5.136 4.797 -2.073
F 3.370 5.594 -3.040
F 4.194 6.584 -1.297
C 1.452 1.468 3.212
C 1.727 2.623 3.950
C 2.387 2.551 5.166
C 2.758 1.316 5.670
C 2.484 0.157 4.959
C 1.836 0.233 3.737
C 3.494 1.200 6.989
F 2.945 0.247 7.749
F 4.773 0.862 6.767
F 3.475 2.346 7.666
H -2.512 5.716 1.939
H -0.799 4.345 0.864
H -1.002 1.565 4.147
H -2.749 2.938 5.179
H 3.319 2.768 1.909
H 4.684 4.180 0.439
H 1.331 4.776 -2.141
H -0.024 3.273 -0.740
H 1.419 3.595 3.583
H 2.598 3.453 5.724
H 2.771 -0.804 5.364
H 1.658 -0.686 3.197
N 4.232 -0.231 0.139
C 3.923 -0.555 -1.158
C 2.573 -0.600 -1.210
N 2.050 -0.309 0.043
C 3.099 -0.085 0.825
H 5.157 -0.122 0.525
H 4.671 -0.719 -1.912
H 1.959 -0.787 -2.067
H 3.087 0.171 1.865
C -3.863 -2.001 1.615
Ge -2.111 -2.313 2.417
C -2.265 -2.129 4.350
C -1.417 -4.093 1.988
C -0.765 -0.862 2.073
H -4.498 -2.856 1.850
H -3.865 -1.878 0.532
H -4.324 -1.124 2.071
H -3.005 -2.837 4.725
H -2.600 -1.127 4.622
H -1.321 -2.334 4.854
H -1.933 -4.808 2.630
H -0.351 -4.165 2.216
H -1.597 -4.409 0.957
H 0.060 -1.152 2.716
H -1.247 -0.033 2.595
C -0.819 2.267 -3.680
S -0.239 0.660 -3.162
O 0.265 0.902 -1.724
C 1.211 0.496 -4.155
C 2.288 1.363 -3.995
C 3.394 1.202 -4.810
C 3.414 0.188 -5.767
C 2.338 -0.675 -5.909
C 1.222 -0.529 -5.093
H -0.035 3.000 -3.502
H -1.718 2.501 -3.111
H -1.052 2.209 -4.743
H 2.265 2.137 -3.238
H 4.238 1.872 -4.713
H 4.277 0.079 -6.410
H 2.360 -1.453 -6.659
H 0.370 -1.190 -5.200